No. 1
{"formula": "C35H23Br4Cl2N2O4Sn", "method": "ωB97M-V/def2-TZVPD", "total_charge": 1, "e_tot_ev": -358881.035, "lumo_ev": -4.1, "e_above_lowest_kcal_mol": 31.4, "max_force_ev_per_a": 2.67, "elements": ["Sn", "Br", "Br", "Br", "Br", "Cl", "Cl", "O", "O", "O", "O", "N", "N", "C", "C", "C", "C", "C", "C", "C", "C", "C", "C", "C", "C", "C", "C", "C", "C", "C", "C", "C", "C", "C", "C", "C", "C", "C", "C", "C", "C", "C", "C", "C", "C", "C", "C", "C", "H", "H", "H", "H", "H", "H", "H", "H", "H", "H", "H", "H", "H", "H", "H", "H", "H", "H", "H", "H", "H", "H", "H"], "positions_angstrom": [[0.16, 0.32, 0.52], [2.02, 2.51, 2.07], [2.63, -4.10, 5.46], [-3.13, 1.07, 6.69], [-8.16, 1.21, -0.50], [5.12, 0.47, -2.28], [3.86, 0.23, 0.34], [-3.09, 0.39, 1.32], [-1.72, 0.80, -0.41], [1.05, -1.18, -1.15], [-0.53, -1.90, 0.18], [1.17, -1.04, 2.32], [-0.68, 0.80, 2.79], [0.74, -4.58, -3.57], [-6.19, 1.14, -2.55], [-1.61, 1.75, 2.93], [-5.33, 0.92, -0.30], [3.94, 4.94, -0.67], [0.62, -1.05, 3.53], [0.22, -2.06, -0.83], [-2.37, 1.88, 4.07], [0.11, -3.31, -1.63], [-6.39, 1.08, -1.18], [2.02, -2.88, 4.16], [3.40, 4.60, -1.87], [0.55, 1.51, -2.22], [2.08, -1.94, 1.99], [-0.10, -5.61, -3.16], [-0.83, -5.49, -1.98], [-1.13, 0.04, 4.98], [0.85, -3.43, -2.80], [-4.90, 1.06, -3.05], [2.56, -2.88, 2.88], [1.03, -1.96, 4.49], [-0.73, -4.34, -1.22], [-2.12, 1.00, 5.11], [0.99, 2.20, -3.37], [2.44, 3.56, -1.98], [3.53, 4.28, 0.50], [5.13, -0.39, -0.73], [-2.90, 0.64, 0.14], [1.07, 1.87, -1.02], [-4.05, 0.83, -0.81], [1.92, 3.19, -3.24], [2.01, 2.88, -0.79], [2.58, 3.29, 0.43], [-3.83, 0.91, -2.18], [-0.43, -0.04, 3.79], [1.51, -2.63, -3.11], [-1.74, 2.42, 2.09], [4.67, 5.74, -0.60], [2.27, 3.72, -4.11], [3.95, 4.55, 1.45], [-0.17, 0.72, -2.31], [-2.82, 0.84, -2.56], [-1.29, -4.23, -0.30], [3.69, 5.12, -2.77], [-0.19, -6.50, -3.76], [0.61, -1.98, 5.48], [-5.50, 0.86, 0.76], [6.08, -0.23, -0.25], [-1.48, -6.29, -1.66], [1.31, -4.68, -4.48], [0.61, 1.91, -4.34], [4.94, -1.44, -0.92], [2.45, -1.90, 0.97], [3.31, -3.60, 2.59], [-7.03, 1.26, -3.22], [-4.73, 1.12, -4.12], [-0.92, -0.62, 5.81], [-3.12, 2.64, 4.15]], "nbo_charge": [1.98, 0.10, 0.15, 0.15, 0.07, -0.01, -0.04, -0.65, -0.84, -0.72, -0.71, -0.49, -0.50, -0.22, -0.21, 0.14, -0.21, -0.20, 0.18, 0.76, -0.25, -0.12, -0.08, -0.04, -0.15, -0.26, 0.09, -0.17, -0.22, -0.25, -0.17, -0.20, -0.25, -0.19, -0.17, -0.02, -0.19, -0.03, -0.20, -0.38, 0.79, -0.10, -0.10, -0.17, -0.21, -0.05, -0.19, 0.19, 0.23, 0.23, 0.23, 0.23, 0.24, 0.25, 0.22, 0.23, 0.23, 0.22, 0.24, 0.25, 0.23, 0.23, 0.22, 0.23, 0.23, 0.24, 0.25, 0.24, 0.22, 0.24, 0.26]}


No. 2
{"formula": "C35H23Br5MnN9O7S", "method": "ωB97M-V/def2-TZVPD", "total_charge": -1, "e_tot_ev": -456786.445, "lumo_ev": [1.5, 1.5], "multiplicity": 2, "e_above_lowest_kcal_mol": 17.4, "max_force_ev_per_a": 0.69, "elements": ["Br", "Br", "Br", "Br", "Br", "Mn", "S", "O", "O", "O", "O", "O", "O", "O", "N", "N", "N", "N", "N", "N", "N", "N", "N", "C", "C", "C", "C", "C", "C", "C", "C", "C", "C", "C", "C", "C", "C", "C", "C", "C", "C", "C", "C", "C", "C", "C", "C", "C", "C", "C", "C", "C", "C", "C", "C", "C", "C", "C", "H", "H", "H", "H", "H", "H", "H", "H", "H", "H", "H", "H", "H", "H", "H", "H", "H", "H", "H", "H", "H", "H", "H"], "positions_angstrom": [[0.81, 3.42, 6.21], [2.51, -1.09, -4.68], [-2.79, 0.77, -5.84], [-3.32, 0.95, -2.53], [0.19, -0.23, -6.93], [0.60, -0.72, -0.11], [-3.03, -5.10, 0.09], [1.49, -0.61, -1.86], [-2.12, -6.23, -0.09], [-0.71, 0.47, -1.03], [-3.64, -4.76, -1.46], [-0.69, -2.22, -0.28], [0.49, -0.90, 3.23], [-0.93, 0.17, 1.47], [4.10, -1.38, 2.18], [-1.74, 2.85, 0.21], [1.33, -3.90, 0.74], [5.22, -3.18, 3.06], [-2.03, 4.38, 1.82], [2.12, -1.75, 0.92], [3.30, -3.59, 1.87], [1.84, 0.78, 0.47], [-2.16, -3.77, 0.40], [-0.59, 1.01, 2.48], [3.06, -0.98, 1.47], [-1.99, -4.24, -4.65], [1.65, 2.06, 0.14], [-1.59, 3.18, 1.54], [3.53, 2.75, 1.43], [-2.72, -4.34, -2.37], [0.65, -0.23, -2.78], [-0.60, 0.30, -2.33], [-2.62, 4.23, -1.73], [-2.30, 3.96, -0.40], [-0.50, 3.07, 3.72], [3.77, 1.42, 1.74], [4.17, -2.71, 2.33], [-3.16, 5.48, -1.99], [-0.87, -3.52, -4.27], [-1.39, 0.38, -4.63], [0.62, 1.11, 4.58], [-1.63, -3.57, -1.98], [2.27, -3.08, 1.18], [2.90, 0.47, 1.23], [-0.91, 2.36, 2.57], [-3.05, 6.14, 0.34], [-1.49, -3.17, -0.56], [-0.16, -0.04, -5.08], [0.19, 0.40, 3.48], [-3.38, 6.41, -0.97], [-1.61, 0.53, -3.25], [-0.69, -3.18, -2.94], [-2.92, -4.66, -3.71], [1.26, -1.60, 4.20], [0.85, -0.36, -4.15], [0.24, 2.45, 4.68], [-2.49, 4.89, 0.62], [2.47, 3.07, 0.61], [5.98, -2.55, 3.22], [-2.45, 3.51, -2.52], [-3.43, 5.73, -3.01], [-3.21, 6.86, 1.14], [2.27, -1.17, 4.28], [-0.77, 4.11, 3.79], [1.32, -2.62, 3.85], [0.78, -1.58, 5.18], [5.40, -4.17, 3.01], [-1.56, 0.49, 0.80], [0.49, -3.49, 0.36], [-0.13, -3.22, -5.00], [2.26, 4.09, 0.33], [-1.39, 2.04, -0.31], [1.23, 0.65, 5.34], [0.82, 2.24, -0.52], [4.18, 3.52, 1.82], [4.60, 1.10, 2.35], [-3.79, -5.24, -3.98], [-3.82, 7.37, -1.22], [-2.14, -4.49, -5.69], [0.18, -2.63, -2.62], [1.37, -4.87, 0.99]], "mulliken_spin": [0.00, 0.00, 0.00, 0.00, 0.00, 1.06, 0.00, 0.01, 0.00, -0.01, 0.00, 0.00, 0.00, 0.01, 0.00, 0.00, 0.00, 0.00, 0.00, -0.02, 0.00, -0.03, 0.00, -0.01, 0.02, 0.00, 0.00, 0.00, 0.00, 0.00, -0.02, 0.02, 0.00, 0.00, 0.00, 0.00, 0.00, 0.00, 0.00, 0.00, 0.00, 0.00, 0.00, -0.02, 0.00, 0.00, -0.01, 0.00, 0.00, 0.00, 0.00, 0.00, 0.00, 0.00, 0.00, 0.00, 0.00, 0.00, 0.00, 0.00, 0.00, 0.00, 0.00, 0.00, 0.00, 0.00, 0.00, 0.00, 0.00, 0.00, 0.00, 0.00, 0.00, 0.00, 0.00, 0.00, 0.00, 0.00, 0.00, 0.01, 0.00]}